1.
108
Properties=species:S:1:pos:R:3:mulliken_charge:R:1 method="wB97M-V/def2-TZVPD" e_above_lowest_kcal_mol=34.32 e_homo_ev=-8.57 smiles="NC(N)=O.NC(N)=O.NC(N)=O.NC(N)=O.NC(N)=O.NC(N)=O.OCCO.OCCO.OCCO.OCCO.OCCO.OCCO" charge=0 e_lumo_ev=-0.11
N 14.95428 -6.84606 13.24354 -0.396
C 14.60445 -6.52881 14.52389 0.620
N 13.35437 -6.96056 14.80459 0.286
O 15.21661 -5.66275 15.15075 -0.814
H 14.46003 -7.55985 12.74255 0.132
H 15.72230 -6.42054 12.75840 0.239
H 12.97128 -6.78646 15.72724 -0.352
H 12.75972 -7.43738 14.15819 0.227
N 15.25407 -2.06967 20.33941 -0.370
C 14.53600 -2.56668 21.37104 0.704
N 14.19990 -1.64559 22.29958 -0.403
O 14.27044 -3.76837 21.45174 -0.612
H 15.45137 -2.67323 19.56139 0.206
H 15.35149 -1.07245 20.32565 0.168
H 13.59012 -1.95674 23.04436 0.156
H 14.37623 -0.66646 22.19689 0.155
N 8.34582 -6.20061 22.72182 -0.462
C 8.74899 -6.84119 21.57564 0.558
N 7.96709 -6.53066 20.53454 -0.149
O 9.63197 -7.69532 21.50315 -0.632
H 7.54030 -5.60635 22.74634 0.180
H 9.01265 -6.05962 23.46107 0.176
H 7.46582 -5.66151 20.51495 0.221
H 8.28016 -6.86149 19.62796 0.054
N 10.50339 -3.59210 22.69333 0.153
C 10.97636 -3.05123 23.83710 0.661
N 10.58742 -3.76146 24.94954 -0.327
O 11.53465 -1.96369 24.00239 -0.716
H 9.89481 -4.36388 22.86340 0.007
H 10.77767 -3.19914 21.80701 -0.213
H 10.13089 -4.64043 24.79777 0.022
H 10.90619 -3.54046 25.87267 0.227
N 10.41353 -5.82326 13.61482 -0.320
C 9.70928 -6.60206 14.43973 0.251
N 9.28387 -7.78551 13.94805 -0.383
O 9.47317 -6.18567 15.59138 0.115
H 10.70863 -6.27326 12.76161 0.167
H 10.89259 -4.98346 13.87766 0.110
H 9.33767 -7.83232 12.94580 0.164
H 8.64431 -8.34734 14.47939 0.222
N 11.33810 -0.33882 20.96405 -0.307
C 11.00612 -1.40934 20.18822 0.696
N 11.73721 -1.47167 19.06014 -0.006
O 9.95907 -2.01273 20.45537 -0.699
H 10.68244 -0.11640 21.69199 0.268
H 12.12370 0.23755 20.73734 0.129
H 11.54884 -2.18511 18.37122 -0.280
H 12.47301 -0.81913 18.87984 0.166
O 11.65433 -8.96234 20.31020 -0.500
C 12.32970 -9.56345 21.41264 -0.496
C 13.61516 -8.69663 21.72375 -0.344
O 14.36823 -8.69845 20.52618 -0.420
H 10.87605 -8.54471 20.73024 0.406
H 11.64044 -9.52812 22.25894 0.382
H 12.70285 -10.57182 21.23950 0.259
H 14.16055 -9.15134 22.54804 0.402
H 13.33973 -7.65606 21.91660 0.110
H 13.79527 -8.37230 19.82836 0.004
O 17.06301 -7.08477 16.68791 -0.654
C 16.27922 -7.17642 17.87714 -0.044
C 16.26375 -5.91484 18.73248 0.016
O 15.55770 -6.23698 19.91529 -0.461
H 16.66342 -6.44044 16.08054 0.417
H 15.24239 -7.17376 17.51910 -0.156
H 16.41205 -8.12934 18.38010 0.371
H 15.79855 -5.03735 18.26493 0.031
H 17.23707 -5.50361 19.03779 0.319
H 15.26199 -5.44221 20.36589 0.232
O 7.83020 -7.49945 17.55825 -0.437
C 6.47674 -7.40007 17.19397 -0.448
C 5.97820 -6.00174 17.36120 -0.149
O 6.49963 -5.18934 16.28605 -0.573
H 8.42941 -7.19084 16.86607 0.134
H 6.29402 -7.87887 16.22812 0.289
H 5.90623 -8.02351 17.89403 0.302
H 6.22876 -5.60181 18.34459 0.026
H 4.91508 -5.86743 17.15793 0.359
H 7.46363 -5.24520 16.23580 0.296
O 12.62297 -8.61957 17.71889 0.206
C 11.83868 -9.49674 16.94282 0.270
C 12.69578 -10.76840 16.61830 -0.879
O 12.95349 -11.59086 17.74865 -0.571
H 12.30026 -8.80755 18.62135 -0.029
H 10.93405 -9.79350 17.47603 0.324
H 11.55649 -9.11422 15.95726 -0.155
H 13.59211 -10.58094 16.02133 0.295
H 12.12423 -11.37393 15.90442 0.421
H 13.79160 -11.26272 18.09461 0.341
O 12.86731 -5.81218 17.44883 0.036
C 12.44592 -4.88089 18.43983 -0.382
C 11.01070 -5.09938 18.89923 1.018
O 10.04480 -4.67423 17.94107 -0.506
H 12.68496 -6.71045 17.77874 -0.078
H 13.15042 -4.95830 19.27607 -0.009
H 12.62332 -3.87910 18.04407 0.278
H 10.84357 -4.50748 19.80019 -0.582
H 10.84680 -6.16588 19.08723 0.393
H 10.14912 -5.21604 17.14499 -0.014
O 9.96360 -3.32331 13.85833 -0.565
C 9.78783 -2.62912 15.11351 -0.143
C 11.04770 -1.85584 15.39148 -0.682
O 12.14661 -2.68733 15.73700 -0.383
H 9.12936 -3.19521 13.40505 0.264
H 8.99180 -1.91292 14.87478 0.491
H 9.37948 -3.29659 15.87483 -0.003
H 10.92034 -1.14853 16.21257 0.373
H 11.21419 -1.23844 14.50361 0.354
H 12.32638 -3.23907 14.96912 0.245

=====

2.
34
Properties=species:S:1:pos:R:3:mulliken_spin:R:1 method="wB97M-V/def2-TZVPD" e_above_lowest_kcal_mol=86.01 e_homo_ev="-1.08 / -1.08" multiplicity=3 charge=-2 e_lumo_ev="3.79 / 4.00"
C 0.03982 0.49953 -1.54736 -0.041
C 0.65035 1.48846 -0.70251 0.034
C -0.24512 1.70235 0.40105 -0.235
C 1.70155 2.33763 -1.15793 0.016
C -1.45905 0.93023 0.25119 -0.014
C -1.31994 0.16567 -1.02666 -0.022
C -1.98223 -0.99898 -1.47243 0.119
C 0.58940 -0.24214 -2.68713 -0.020
C 0.04005 2.72061 1.38493 -0.003
C -2.61602 0.82244 1.14888 -0.037
Mo 0.17080 -0.88896 0.17676 2.223
Cl 4.32385 -0.29171 -0.68164 0.016
Cl 0.10013 -3.19093 1.03551 -0.001
Cl 0.56324 -0.08721 2.46054 0.009
H 2.46493 1.74336 -1.66147 -0.003
H 2.25913 2.78718 -0.36362 0.001
H 1.28025 3.11143 -1.79985 -0.006
H 1.09716 2.77078 1.59174 -0.002
H -0.43274 2.58383 2.35696 -0.001
H -0.21846 3.72847 1.08471 -0.005
H -2.36024 1.08963 2.16183 0.004
H -2.91273 -0.22876 1.22805 -0.005
H -3.51910 1.38575 0.87934 -0.004
H -2.62608 -1.53848 -0.73256 -0.026
H -0.94682 -1.87804 -1.66543 -0.003
H -2.63011 -0.87980 -2.38637 0.010
H 1.67302 -0.04373 -2.85633 -0.008
H -0.04253 -0.13865 -3.60081 0.001
H 0.60247 -1.33855 -2.36254 0.007
O 0.03685 -2.34774 -1.82412 -0.005
H 0.45458 -2.97101 -1.12513 0.001
S 0.34375 -4.64662 4.29670 0.000
C 1.87069 -4.23565 4.51007 0.000
N 3.04913 -3.92040 4.68565 0.000

=====

3.
12
Properties=species:S:1:pos:R:3:mulliken_charge:R:1 method="wB97M-V/def2-TZVPD" e_above_lowest_kcal_mol=25.17 e_homo_ev=-3.89 charge=-1 e_lumo_ev=4.21
O -1.21364 0.51845 2.04706 -0.733
C -0.52005 0.21215 1.10622 0.533
O -0.81508 -0.55801 0.16858 -0.670
C 0.89516 0.75328 0.76211 -0.498
N 0.97617 1.26669 -0.62090 -0.557
H 1.26394 1.50460 1.41877 0.342
H 1.48747 -0.19125 0.80150 0.192
H 0.63769 2.17846 -0.71887 0.203
H 0.51909 0.65344 -1.25935 0.190
H 0.11097 -2.61816 -2.07029 0.321
H 0.00678 -1.29777 -1.84603 0.347
O 0.39000 -1.82154 -2.61432 -0.668

=====

4.
10
Properties=species:S:1:pos:R:3:mulliken_charge:R:1 method="wB97M-V/def2-TZVPD" e_above_lowest_kcal_mol=39.94 e_homo_ev=-15.24 charge=+1 e_lumo_ev=-6.77
C 0.46493 -0.27852 -0.46102 -0.344
C 0.76214 -1.64065 0.25700 0.065
C -1.47311 0.76845 0.38043 0.139
O 0.04507 -2.15150 1.03889 -0.357
O -0.90133 0.03173 -0.43466 -0.111
H 0.75112 -0.38592 -1.51079 0.327
H 1.74632 -2.02840 -0.05112 0.363
H 1.09114 0.46880 0.04842 0.341
H -2.55663 0.84607 0.29647 0.295
H -0.95737 1.32955 1.16417 0.284

=====

5.
30
Properties=species:S:1:pos:R:3:mulliken_charge:R:1 method="wB97M-V/def2-TZVPD" e_above_lowest_kcal_mol=10.92 e_homo_ev=-13.65 charge=+1 e_lumo_ev=-2.74
C 1.85073 -0.14248 -1.98912 -1.323
C 0.95649 -0.09076 -0.74131 0.432
C 1.82712 -0.00283 0.48252 -0.885
C 1.30214 0.29659 1.88007 -0.619
C 0.06064 -0.41792 2.36751 -0.555
O -1.01300 -0.30672 1.43201 -0.363
N -0.01126 1.04754 -0.89260 -0.043
H 1.29140 -0.58102 -2.83560 0.257
H 2.72816 -0.74692 -1.73661 0.428
H 2.09668 0.83725 -2.36475 0.375
H 0.35570 -1.02592 -0.75744 0.121
H 2.55650 0.82685 0.31716 0.281
H 2.44465 -0.91938 0.51429 0.410
H 1.35875 1.34783 2.17687 0.385
H 2.08418 -0.16628 2.51679 0.348
H 0.25489 -1.50796 2.35259 0.399
H -0.16417 -0.00188 3.37166 0.281
H -1.62075 -1.05496 1.38914 0.204
H -0.72252 1.04611 -0.11837 0.275
H -0.69927 1.04454 -1.67806 0.265
H 0.52660 1.90678 -0.79039 0.432
H -2.48841 -3.37649 0.20431 0.300
H -3.07022 -2.89694 1.51475 0.311
O -2.26557 -2.85570 0.97551 -0.625
H -1.64203 1.89070 1.66782 0.278
H -2.71958 2.74069 0.84639 0.286
O -1.92599 2.21398 0.80225 -0.641
H -0.55470 -0.03906 -4.16527 0.314
H -1.86616 0.41525 -3.24297 0.331
O -0.93099 0.51908 -3.49916 -0.661

=====

6.
9
Properties=species:S:1:pos:R:3:mulliken_charge:R:1 method="wB97M-V/def2-TZVPD" e_above_lowest_kcal_mol=133.89 e_homo_ev="-7.80 / -7.84" charge=0 e_lumo_ev="-0.92 / -0.92"
C -0.14450 -1.57850 -0.54747 -0.226
C -0.88983 0.57081 0.20939 -0.716
O 0.08754 -0.38693 -0.22405 -0.098
P 2.31138 1.19503 -0.31182 0.135
Cl 3.20867 -0.40462 0.39536 -0.127
H -1.22831 -1.85031 -0.48073 0.104
H -0.60162 0.90380 1.20754 0.276
H -1.89051 0.13120 0.22477 0.399
H -0.85281 1.41952 -0.47299 0.253

=====

Repeat the third record exactly.
12
Properties=species:S:1:pos:R:3:mulliken_charge:R:1 method="wB97M-V/def2-TZVPD" e_above_lowest_kcal_mol=25.17 e_homo_ev=-3.89 charge=-1 e_lumo_ev=4.21
O -1.21364 0.51845 2.04706 -0.733
C -0.52005 0.21215 1.10622 0.533
O -0.81508 -0.55801 0.16858 -0.670
C 0.89516 0.75328 0.76211 -0.498
N 0.97617 1.26669 -0.62090 -0.557
H 1.26394 1.50460 1.41877 0.342
H 1.48747 -0.19125 0.80150 0.192
H 0.63769 2.17846 -0.71887 0.203
H 0.51909 0.65344 -1.25935 0.190
H 0.11097 -2.61816 -2.07029 0.321
H 0.00678 -1.29777 -1.84603 0.347
O 0.39000 -1.82154 -2.61432 -0.668

=====

Which of these has the lowest charge?
C11H16Cl3MoNOS